1.
C13H12AsCl5F3NO6SSc as an isolated structure, computed with ωB97M-V/def2-TZVPD.

Calculated values
* frontier orbital gap: 7.8 eV
* HOMO energy: -0.42242 hartree
* ΔE to the lowest compared entry with this formula, charge and spin: 1.6 kcal/mol

Structure (ORCA input):
```
! RIJCOSX wB97M-V def2-TZVPD def2/J DEFGRID3
* xyz 1 1
Sc -0.44 0.85 -0.27
Cl -3.54 -3.50 4.85
C -2.62 -2.70 3.63
C -1.64 -3.41 2.94
C -0.89 -2.80 1.95
Cl 0.32 -3.71 1.11
C -1.08 -1.45 1.61
O -0.37 -0.89 0.67
C -2.06 -0.74 2.34
C -2.30 0.66 2.13
O -1.70 1.38 1.32
C -2.83 -1.37 3.35
H -1.47 -4.45 3.17
H -3.08 1.13 2.74
H -3.57 -0.81 3.89
C 2.35 -1.29 -1.16
As 2.69 0.07 0.13
C 4.29 0.97 -0.36
C 2.88 -0.71 1.85
O 1.45 1.24 0.17
H 3.21 -1.96 -1.14
H 2.25 -0.84 -2.15
H 1.44 -1.84 -0.90
H 5.11 0.25 -0.39
H 4.50 1.74 0.38
H 4.16 1.42 -1.34
H 3.81 -1.28 1.88
H 2.04 -1.38 2.04
H 2.91 0.09 2.59
F -0.97 -1.60 -4.24
C -1.75 -1.31 -3.21
F -3.02 -1.49 -3.53
F -1.44 -2.11 -2.18
S -1.52 0.45 -2.76
O -0.08 0.55 -2.36
O -1.94 1.20 -3.88
O -2.24 0.63 -1.48
Cl -2.09 5.81 -2.67
C -0.46 5.16 -2.50
Cl 0.14 4.53 -4.03
Cl 0.65 6.35 -1.82
C -0.53 4.03 -1.55
N -0.58 3.15 -0.83
*
```

Atomic partial charges in e from the Löwdin method, atoms 1 to 6: atom 1 (Sc): 0.943, atom 2 (Cl): 0.714, atom 3 (C): -0.654, atom 4 (C): -0.084, atom 5 (C): -0.557, atom 6 (Cl): 0.750

***

2.
C13H12BF3N4O7S as an isolated structure in a non-equilibrium geometry, computed with ωB97M-V/def2-TZVPD.

Calculated values
* frontier orbital gap: 4.4 eV
* HOMO energy: -0.24222 hartree
* ΔE to the lowest compared entry with this formula, charge and spin: 27.6 kcal/mol

Structure (ORCA input):
```
! RIJCOSX wB97M-V def2-TZVPD def2/J DEFGRID3
* xyz 0 1
C -0.40 -6.00 2.49
O 0.42 -6.05 1.30
C 0.60 -4.91 0.60
C 1.40 -5.03 -0.56
C 1.61 -3.93 -1.31
N 1.08 -2.71 -0.98
B 1.69 -2.00 -2.23
H 0.07 2.66 -1.40
C 0.33 -2.56 0.17
C 0.06 -3.66 0.96
H -0.40 -7.01 2.90
H 0.03 -5.29 3.22
H -1.43 -5.70 2.22
H 1.83 -5.96 -0.89
H 2.21 -3.92 -2.24
H 2.67 -1.40 -1.93
H 0.97 -2.01 -3.16
H -0.06 -1.56 0.46
H -0.55 -3.58 1.86
O 2.59 3.44 1.20
S 1.61 2.39 1.10
O 1.96 1.05 0.67
C 0.80 2.22 2.79
F 1.62 1.82 3.76
F 0.26 3.41 3.13
F -0.20 1.31 2.65
C 0.15 2.95 0.25
C -0.51 2.06 -0.76
C -1.87 2.40 -1.19
N -2.61 1.73 -2.14
O -2.69 0.55 -2.45
O -3.39 2.72 -2.81
N -2.98 3.99 -2.41
C -2.02 3.76 -1.46
C -1.14 4.73 -0.80
N -1.31 6.18 -0.92
O -2.15 6.70 -1.68
O -0.54 6.86 -0.21
C -0.04 4.30 -0.01
H -0.30 1.00 -0.60
H 0.63 5.04 0.39
*
```

Atomic partial charges in e from the Löwdin method, atoms 1 to 6: atom 1 (C): -0.027, atom 2 (O): -0.046, atom 3 (C): -0.213, atom 4 (C): 0.069, atom 5 (C): -0.065, atom 6 (N): 0.013

***

3.
C13H12N3O2S2Ti as an isolated structure, computed with ωB97M-V/def2-TZVPD.

Calculated values
* frontier orbital gap: 6.4 eV
* HOMO energy: -0.70076 hartree
* ΔE to the lowest compared entry with this formula, charge and spin: 0.8 kcal/mol

Structure (ORCA input):
```
! RIJCOSX wB97M-V def2-TZVPD def2/J DEFGRID3
* xyz 3 1
Ti -0.34 -0.47 -0.49
O 1.46 -0.24 -1.38
C 2.20 1.02 -1.21
C 1.32 1.93 -0.40
C 1.70 3.21 -0.08
C 0.83 4.01 0.65
C -0.41 3.51 1.03
C -0.75 2.23 0.67
N 0.11 1.44 -0.02
H 1.97 -0.89 -1.89
H 2.40 1.43 -2.20
H 3.14 0.79 -0.70
H 2.67 3.59 -0.40
H 1.12 5.02 0.91
H -1.12 4.12 1.58
H -1.72 1.81 0.91
O -3.89 1.07 -1.74
S -3.16 -0.07 -2.17
N -1.83 -0.27 -1.38
S -0.45 -3.19 3.09
C -0.72 -1.69 2.41
N -0.55 -1.63 1.09
C -0.18 -2.89 0.56
C 0.04 -3.18 -0.79
C 0.43 -4.47 -1.12
C 0.56 -5.45 -0.12
C 0.32 -5.17 1.21
C -0.05 -3.87 1.54
H -1.00 -0.83 3.00
H -0.16 -2.49 -1.62
H 0.59 -4.74 -2.15
H 0.85 -6.45 -0.41
H 0.40 -5.94 1.96
*
```

Atomic partial charges in e from the Löwdin method, atoms 1 to 6: atom 1 (Ti): 1.198, atom 2 (O): -0.128, atom 3 (C): -0.024, atom 4 (C): -0.204, atom 5 (C): 0.057, atom 6 (C): 0.063

***

4.
C13H12N7OPtS as an isolated structure in a non-equilibrium geometry, computed with ωB97M-V/def2-TZVPD.

Calculated values
* frontier orbital gap (spin up / spin down): 8.8 / 5.9 eV
* HOMO energy (spin up / spin down): -0.57473 / -0.57476 hartree
* ΔE to the lowest compared entry with this formula, charge and spin: 7.3 kcal/mol

Structure (ORCA input):
```
! RIJCOSX wB97M-V def2-TZVPD def2/J DEFGRID3
* xyz 2 2
Pt 0.29 -0.15 0.49
N 3.02 -2.05 0.33
C 3.29 -0.76 0.18
N 4.55 -0.39 0.09
C 4.78 0.91 -0.05
N 6.03 1.33 -0.13
N 3.81 1.89 -0.11
C 2.61 1.45 -0.01
N 2.24 0.14 0.15
C 1.48 2.42 -0.02
C 1.65 3.77 -0.17
C 0.52 4.58 -0.18
C -0.73 3.99 -0.05
C -0.83 2.62 0.10
N 0.26 1.85 0.13
H 3.80 -2.69 0.33
H 2.09 -2.41 0.35
H 6.78 0.66 -0.08
H 6.23 2.31 -0.23
H 2.65 4.16 -0.28
H 0.61 5.65 -0.30
H -1.63 4.59 -0.07
H -1.78 2.12 0.20
O -1.58 0.04 1.14
N -2.33 -1.06 1.33
C -3.52 -0.90 1.92
C -4.33 -2.00 2.12
C -3.90 -3.26 1.69
C -2.67 -3.38 1.07
C -1.88 -2.25 0.90
S -0.33 -2.27 0.13
H -3.77 0.11 2.21
H -5.28 -1.86 2.60
H -4.52 -4.13 1.85
H -2.30 -4.34 0.71
*
```

Atomic partial charges in e from the Löwdin method, atoms 1 to 6: atom 1 (Pt): 1.148, atom 2 (N): 0.201, atom 3 (C): -0.406, atom 4 (N): 0.201, atom 5 (C): -0.381, atom 6 (N): 0.233

***

5.
C13H13As4CrF24N2O5 as an isolated structure in a non-equilibrium geometry, computed with ωB97M-V/def2-TZVPD.

Calculated values
* frontier orbital gap (spin up / spin down): 8.1 / 8.8 eV
* HOMO energy (spin up / spin down): -0.18471 / -0.18942 hartree
* ΔE to the lowest compared entry with this formula, charge and spin: 0.0 kcal/mol

Structure (ORCA input):
```
! RIJCOSX wB97M-V def2-TZVPD def2/J DEFGRID3
* xyz -2 4
Cr 0.31 1.14 -0.14
As 1.44 4.30 1.76
F 0.46 4.13 3.17
F 2.61 3.34 2.59
F 2.35 4.47 0.31
F 0.09 5.05 0.99
F 2.12 5.81 2.29
F 0.77 2.68 1.16
As -3.12 2.55 0.83
F -2.63 3.93 -0.09
F -3.86 1.86 -0.56
F -3.47 1.09 1.66
F -2.32 3.19 2.22
F -4.55 3.35 1.38
F -1.47 1.88 0.33
As -0.10 -0.20 3.44
F 0.03 -0.80 5.07
F -1.69 -0.80 3.33
F -0.17 0.47 1.74
F 1.47 0.56 3.54
F 0.69 -1.60 2.85
F -0.72 1.29 4.04
As 0.50 -2.53 -0.95
F 0.61 -4.20 -1.37
F 1.43 -2.81 0.47
F 0.42 -0.77 -0.45
F -0.39 -2.18 -2.39
F -0.99 -2.74 -0.11
F 2.01 -2.17 -1.71
C 0.43 2.59 -3.01
O 0.48 1.93 -1.81
H -0.45 3.25 -2.95
H 1.27 3.26 -3.28
H 0.42 1.94 -3.90
C -5.11 -3.46 -2.75
C -4.47 -3.19 -1.53
C -3.70 -2.04 -1.45
C -3.63 -1.11 -2.47
C -4.25 -1.40 -3.66
C -5.02 -2.57 -3.80
N -2.74 0.05 -2.30
O -2.75 0.90 -3.17
O -1.96 0.01 -1.39
H -5.70 -4.37 -2.84
H -4.60 -3.70 -0.59
H -3.04 -1.93 -0.60
H -4.24 -0.68 -4.47
H -5.61 -2.51 -4.70
C 5.29 -2.91 1.46
C 5.65 -2.23 0.30
C 5.05 -1.02 0.04
C 4.11 -0.47 0.91
C 3.77 -1.16 2.05
C 4.36 -2.39 2.33
N 3.53 0.84 0.61
O 2.36 0.85 0.27
O 4.23 1.78 0.81
H 5.80 -3.86 1.62
H 6.49 -2.58 -0.28
H 5.20 -0.38 -0.82
H 3.01 -0.84 2.74
H 4.02 -2.87 3.24
*
```

Atomic partial charges in e from the Löwdin method, atoms 1 to 6: atom 1 (Cr): 1.136, atom 2 (As): 0.766, atom 3 (F): -0.227, atom 4 (F): -0.233, atom 5 (F): -0.234, atom 6 (F): -0.227

***

6.
A 2-piece molecular cluster, C13H13BClF3O7PS overall in a non-equilibrium geometry, computed with ωB97M-V/def2-TZVPD.

Calculated values
* frontier orbital gap: 7.1 eV
* HOMO energy: -0.22282 hartree

Structure (ORCA input):
```
! RIJCOSX wB97M-V def2-TZVPD def2/J DEFGRID3
* xyz -1 1
C 3.52 -2.58 -1.74
C 2.61 -2.32 -0.95
C 1.67 -1.46 -0.02
C 0.69 -0.53 -0.83
C 1.10 0.56 -1.58
B 2.64 1.01 -1.69
O 3.40 0.86 -2.90
C 3.36 1.63 -0.36
C 4.94 1.42 -0.34
C 0.06 1.44 -2.39
O 0.47 2.43 -2.99
C -1.47 1.07 -2.39
Cl -2.58 2.08 -3.40
C -1.92 0.01 -1.61
P -3.77 -0.34 -1.61
C -4.63 1.14 -0.77
O -4.15 -1.67 -0.62
C -0.87 -0.81 -0.79
O -1.28 -1.70 -0.06
H 4.38 -2.75 -2.45
H 1.07 -2.22 0.58
H 2.28 -0.89 0.75
H 4.20 0.32 -2.72
H 2.94 1.08 0.54
H 3.03 2.71 -0.30
H 5.32 1.79 0.67
H 5.42 1.97 -1.20
H 5.15 0.30 -0.37
H -5.61 0.76 -0.36
H -4.76 2.00 -1.49
H -3.99 1.40 0.13
H -3.90 -1.38 0.30
C -2.40 -0.53 4.88
F -2.19 -1.37 5.92
F -3.58 0.09 5.12
F -1.45 0.43 4.98
S -2.37 -1.40 3.24
O -3.44 -2.38 3.32
O -1.04 -1.99 3.16
O -2.61 -0.36 2.25
*
```

Atomic partial charges in e from the Löwdin method, atoms 1 to 6: atom 1 (C): 0.062, atom 2 (C): -0.083, atom 3 (C): -0.103, atom 4 (C): -0.054, atom 5 (C): 0.036, atom 6 (B): -0.372

***

Which formula does entry 2 have? C13H12BF3N4O7S